Below is a molecular structure, C23H37Cl5N2O3PPt at a distorted geometry, with properties calculated with ωB97M-V/def2-TZVPD.

Structure (ORCA input):
```
! wB97M-V def2-TZVPD RIJCOSX def2/J DEFGRID3
* xyz 3 1
Pt 0.39 0.22 -0.07
C 2.00 1.17 -4.71
N 2.84 1.13 -3.50
C 4.27 1.42 -3.68
C 2.34 0.84 -2.33
O 1.12 0.59 -2.15
C 3.29 0.81 -1.14
O 2.57 0.44 0.04
C 3.10 0.93 1.28
C 2.07 0.70 2.38
O 0.95 0.20 2.09
N 2.40 1.03 3.61
C 1.47 0.81 4.73
C 3.74 1.52 3.96
H 2.00 2.18 -5.10
H 0.99 0.87 -4.45
H 2.42 0.49 -5.45
H 4.43 1.69 -4.73
H 4.88 0.55 -3.46
H 4.58 2.27 -3.07
H 3.75 1.80 -1.00
H 4.09 0.09 -1.31
H 3.34 1.99 1.19
H 4.03 0.39 1.52
H 0.53 0.43 4.35
H 1.31 1.76 5.24
H 1.92 0.10 5.42
H 4.07 2.28 3.26
H 4.45 0.69 3.99
H 3.68 1.97 4.95
Cl -3.31 -0.93 -0.98
C -2.90 0.59 -0.44
C -1.53 0.95 -0.18
C -1.36 2.29 0.14
Cl 0.28 2.80 0.42
C -2.38 3.24 0.27
Cl -2.02 4.83 0.69
C -3.73 2.83 0.08
Cl -4.98 3.95 0.28
C -3.98 1.52 -0.27
Cl -5.58 1.02 -0.51
C -1.83 -2.16 1.81
C -1.32 -2.88 0.56
C -1.13 -4.38 0.85
P 0.15 -2.11 -0.20
C 0.21 -2.50 -2.00
C 0.04 -4.00 -2.33
C -0.81 -1.74 -2.85
C 1.72 -2.69 0.61
C 1.64 -2.87 2.13
C 2.30 -3.97 -0.01
H -2.83 -2.52 2.04
H -1.88 -1.08 1.70
H -1.20 -2.38 2.67
H -2.07 -2.81 -0.23
H -0.50 -4.55 1.71
H -0.73 -4.94 0.01
H -2.11 -4.80 1.07
H 1.22 -2.19 -2.29
H -0.99 -4.31 -2.14
H 0.71 -4.67 -1.81
H 0.21 -4.12 -3.40
H -1.79 -2.19 -2.76
H -0.52 -1.84 -3.90
H -0.88 -0.67 -2.64
H 2.43 -1.89 0.38
H 1.12 -3.79 2.39
H 1.16 -2.04 2.65
H 2.66 -2.97 2.51
H 1.64 -4.83 0.13
H 3.24 -4.19 0.50
H 2.53 -3.86 -1.07
*
```

The value obtained for the molecular weight is 792.9 Da. The value obtained for the relative energy (zero: lowest compared OMol25 entry of this formula, charge and spin) is 0.0000 eV.